--- i ---
Molecular formula: C6H13NO
Method: DFT, ωB97M-V/def2-TZVPD

- Multiplicity: 2
- Gap between HOMO and LUMO (alpha / beta): 10.50 / 4.90 eV
- HOMO energy (alpha / beta): -13.5 / -13.3 eV
- Net charge: +1

Each line ends with the Löwdin charge.
Cartesian coordinates (Å):
C (1.164, 0.474, -2.344)  0.027
N (1.343, -0.180, -0.940)  0.164
C (0.018, -0.292, -0.249)  -0.255
C (0.251, -0.339, 1.323)  -0.150
C (0.566, 1.048, 1.974)  -0.146
C (-0.450, 1.637, 2.631)  0.034
C (-0.974, -1.470, -0.568)  -0.125
O (-2.047, -0.707, -1.175)  -0.020
H (1.854, 0.082, -3.006)  0.063
H (0.181, 0.503, -2.784)  0.102
H (1.473, 1.551, -2.077)  0.146
H (1.765, -1.129, -1.190)  0.188
H (-0.497, 0.709, -0.583)  0.180
H (0.929, -1.192, 1.720)  0.154
H (-0.701, -0.657, 1.733)  0.089
H (1.611, 1.534, 1.908)  0.129
H (-0.439, 2.622, 3.081)  0.071
H (-1.254, 1.060, 2.950)  0.046
H (-1.361, -1.985, 0.328)  0.131
H (-0.608, -2.251, -1.282)  0.138
H (-2.827, -1.016, -1.449)  0.035

--- ii ---
Molecular formula: C6H13NO
Method: DFT, ωB97M-V/def2-TZVPD

- Multiplicity: 2
- Gap between HOMO and LUMO (alpha / beta): 6.54 / 7.01 eV
- HOMO energy (alpha / beta): -13.7 / -14.0 eV
- Net charge: +1

Each line ends with the Löwdin charge.
Cartesian coordinates (Å):
C (0.228, 0.775, -2.346)  0.212
C (1.599, -1.011, 2.218)  0.094
C (2.101, 0.236, 1.608)  -0.187
C (-0.503, 0.751, -1.186)  -0.426
N (-0.919, -0.594, -0.647)  -0.073
C (0.172, -1.259, 0.008)  -0.032
C (-2.131, -0.476, 0.231)  -0.025
O (-0.981, 1.795, -0.596)  0.078
H (0.383, 1.725, -2.800)  0.093
H (0.642, -0.105, -2.782)  0.085
H (0.973, -0.689, 3.000)  0.084
H (2.424, -1.689, 2.574)  0.143
H (1.324, 1.044, 1.593)  0.098
H (3.030, 0.738, 2.140)  0.148
H (2.547, 0.312, 0.545)  0.117
H (0.065, -2.293, 0.180)  0.106
H (0.976, -1.070, -0.643)  0.088
H (0.489, -0.859, 1.132)  0.095
H (-2.462, -1.510, 0.389)  0.103
H (-1.983, -0.004, 1.145)  0.064
H (-2.922, 0.104, -0.369)  0.135

i (36.8 kcal/mol below the next structure)

--- i ---
Molecular formula: C32H38BF6N2S5Y
Method: DFT, ωB97M-V/def2-TZVPD

- Gap between HOMO and LUMO: 5.62 eV
- HOMO energy: -6.5 eV

Each line ends with the Löwdin charge.
Cartesian coordinates (Å):
Y (0.211, 0.167, 0.281)  1.160
C (3.469, -2.272, 3.405)  -0.511
C (1.982, -2.573, 3.303)  -0.503
S (0.857, -1.195, 2.976)  0.872
C (1.410, 0.099, 4.102)  -0.495
C (2.531, 1.054, 3.641)  -0.469
S (2.649, 1.355, 1.856)  0.840
C (4.353, 0.901, 1.417)  -0.507
C (5.025, -0.279, 2.106)  -0.535
S (4.270, -1.894, 1.821)  0.917
H (3.959, -3.157, 3.814)  0.074
H (3.661, -1.459, 4.105)  0.058
H (1.654, -3.052, 4.227)  0.079
H (1.791, -3.266, 2.482)  0.069
H (1.697, -0.367, 5.047)  0.087
H (0.512, 0.679, 4.298)  0.065
H (3.502, 0.700, 3.978)  0.051
H (2.366, 2.021, 4.114)  0.079
H (4.979, 1.785, 1.553)  0.075
H (4.293, 0.707, 0.344)  0.068
H (5.139, -0.118, 3.178)  0.063
H (6.041, -0.338, 1.710)  0.073
S (-1.021, 0.226, -2.394)  0.772
C (-1.220, 1.875, -2.324)  -0.696
N (-2.373, 2.512, -2.461)  -0.090
C (-2.442, 3.962, -2.338)  -0.091
C (-1.302, 4.554, -3.121)  -0.102
N (-0.049, 4.003, -2.611)  -0.096
C (1.140, 4.859, -2.648)  -0.127
C (1.491, 5.469, -1.309)  -0.230
C (2.820, 5.527, -0.913)  -0.051
C (3.167, 6.101, 0.300)  -0.075
C (2.183, 6.615, 1.132)  -0.081
C (0.854, 6.555, 0.743)  -0.071
C (0.511, 5.989, -0.474)  -0.036
C (0.019, 2.764, -2.134)  -0.656
S (1.404, 2.154, -1.456)  0.762
C (-3.653, 1.821, -2.646)  -0.112
C (-4.246, 2.154, -3.991)  -0.214
C (-3.535, 1.865, -5.153)  -0.032
C (-4.070, 2.169, -6.394)  -0.075
C (-5.324, 2.762, -6.486)  -0.087
C (-6.039, 3.047, -5.334)  -0.078
C (-5.499, 2.746, -4.090)  -0.043
H (-2.399, 4.237, -1.280)  0.142
H (-3.391, 4.289, -2.758)  0.135
H (-1.264, 5.635, -3.004)  0.131
H (-1.414, 4.325, -4.186)  0.142
H (0.929, 5.628, -3.393)  0.134
H (1.982, 4.265, -3.006)  0.104
H (3.586, 5.100, -1.550)  0.114
H (4.206, 6.132, 0.602)  0.103
H (2.449, 7.048, 2.087)  0.103
H (0.078, 6.932, 1.397)  0.109
H (-0.536, 5.930, -0.750)  0.105
H (-4.315, 2.123, -1.832)  0.133
H (-3.461, 0.756, -2.554)  0.068
H (-2.563, 1.389, -5.080)  0.112
H (-3.514, 1.935, -7.292)  0.105
H (-5.743, 2.995, -7.456)  0.103
H (-7.017, 3.506, -5.400)  0.104
H (-6.058, 2.969, -3.188)  0.115
F (1.629, -2.647, 0.086)  -0.153
C (1.863, -1.418, -0.591)  -0.423
F (1.559, -1.711, -1.937)  -0.143
H (2.955, -1.321, -0.582)  0.027
C (-1.566, -1.466, 0.489)  -0.264
C (-2.777, -0.838, 1.046)  -0.341
C (-3.777, -0.329, 0.204)  -0.081
C (-4.893, 0.322, 0.700)  -0.110
C (-5.057, 0.496, 2.069)  -0.115
C (-4.089, -0.015, 2.924)  -0.096
C (-2.977, -0.672, 2.425)  -0.071
H (-1.754, -1.928, -0.481)  0.032
H (-1.152, -2.224, 1.160)  0.024
H (-3.668, -0.484, -0.863)  0.079
H (-5.653, 0.688, 0.017)  0.091
H (-5.927, 1.007, 2.461)  0.090
H (-4.203, 0.098, 3.996)  0.099
H (-2.233, -1.064, 3.111)  0.089
F (-1.467, 2.133, 0.359)  0.048
B (-1.013, 2.544, 1.672)  -1.259
F (-0.536, 1.287, 2.252)  -0.023
F (0.100, 3.349, 1.509)  0.128
F (-1.997, 3.112, 2.408)  0.204

--- ii ---
Molecular formula: C32H38BF6N2S5Y
Method: DFT, ωB97M-V/def2-TZVPD

- Gap between HOMO and LUMO: 5.48 eV
- HOMO energy: -6.8 eV

Each line ends with the Löwdin charge.
Cartesian coordinates (Å):
Y (-0.090, -0.135, -0.256)  1.234
C (1.500, -1.354, 4.024)  -0.529
C (0.120, -0.707, 4.023)  -0.467
S (-0.225, 0.435, 2.653)  0.865
C (-0.263, 2.079, 3.368)  -0.515
C (1.065, 2.667, 3.816)  -0.517
S (2.266, 2.821, 2.463)  0.866
C (3.691, 1.875, 3.052)  -0.543
C (3.566, 0.352, 3.063)  -0.527
S (2.854, -0.300, 4.607)  0.881
H (1.741, -1.749, 3.042)  0.060
H (1.477, -2.207, 4.705)  0.076
H (-0.028, -0.140, 4.944)  0.081
H (-0.655, -1.474, 3.980)  0.082
H (-0.963, 2.071, 4.207)  0.088
H (-0.714, 2.693, 2.586)  0.065
H (1.508, 2.072, 4.612)  0.040
H (0.872, 3.667, 4.213)  0.075
H (3.996, 2.244, 4.033)  0.074
H (4.490, 2.166, 2.361)  0.061
H (4.563, -0.078, 2.953)  0.072
H (2.965, 0.011, 2.224)  0.025
S (2.805, -0.220, -0.704)  0.745
C (2.619, 0.971, -1.870)  -0.693
N (3.145, 2.184, -1.799)  -0.089
C (3.044, 3.117, -2.915)  -0.081
C (3.194, 2.329, -4.193)  -0.085
N (2.138, 1.327, -4.233)  -0.090
C (1.479, 1.109, -5.525)  -0.109
C (0.893, 2.386, -6.064)  -0.229
C (-0.062, 3.070, -5.316)  -0.023
C (-0.609, 4.247, -5.801)  -0.064
C (-0.212, 4.744, -7.036)  -0.084
C (0.735, 4.064, -7.784)  -0.080
C (1.290, 2.889, -7.295)  -0.049
C (1.797, 0.660, -3.134)  -0.668
S (0.567, -0.459, -3.053)  0.774
C (3.824, 2.682, -0.597)  -0.152
C (5.305, 2.846, -0.820)  -0.216
C (5.903, 4.095, -0.718)  -0.042
C (7.269, 4.238, -0.920)  -0.077
C (8.042, 3.131, -1.231)  -0.084
C (7.449, 1.880, -1.336)  -0.072
C (6.088, 1.736, -1.129)  -0.031
H (3.851, 3.842, -2.809)  0.136
H (2.078, 3.627, -2.877)  0.138
H (4.176, 1.848, -4.239)  0.145
H (3.074, 2.974, -5.061)  0.132
H (0.701, 0.368, -5.362)  0.074
H (2.214, 0.686, -6.214)  0.138
H (-0.374, 2.683, -4.352)  0.108
H (-1.352, 4.773, -5.217)  0.109
H (-0.645, 5.661, -7.414)  0.104
H (1.046, 4.447, -8.747)  0.104
H (2.033, 2.356, -7.878)  0.112
H (3.615, 1.969, 0.200)  0.044
H (3.360, 3.634, -0.332)  0.122
H (5.298, 4.960, -0.472)  0.116
H (7.728, 5.214, -0.836)  0.105
H (9.107, 3.240, -1.389)  0.104
H (8.053, 1.013, -1.571)  0.107
H (5.624, 0.758, -1.196)  0.098
F (-0.006, 2.608, -1.954)  -0.143
C (0.245, 2.287, -0.579)  -0.380
F (-0.794, 2.932, 0.113)  -0.112
H (1.127, 2.903, -0.347)  0.039
C (-2.456, 0.032, -0.489)  -0.247
C (-3.078, -0.773, 0.587)  -0.358
C (-3.497, -0.181, 1.790)  -0.104
C (-4.011, -0.935, 2.829)  -0.112
C (-4.121, -2.316, 2.710)  -0.117
C (-3.719, -2.921, 1.529)  -0.094
C (-3.212, -2.165, 0.485)  -0.069
H (-2.779, 1.077, -0.441)  0.041
H (-2.729, -0.357, -1.477)  0.046
H (-3.414, 0.895, 1.900)  0.102
H (-4.332, -0.441, 3.739)  0.095
H (-4.522, -2.908, 3.522)  0.091
H (-3.792, -3.995, 1.416)  0.102
H (-2.896, -2.662, -0.424)  0.108
F (-0.350, -2.428, -0.886)  -0.011
B (0.343, -3.108, 0.191)  -1.242
F (0.529, -1.965, 1.124)  -0.061
F (-0.430, -4.059, 0.763)  0.203
F (1.569, -3.526, -0.219)  0.177

ii (6.4 kcal/mol below the next structure)

--- i ---
Molecular formula: C4H6S
Method: DFT, ωB97M-V/def2-TZVPD

- Gap between HOMO and LUMO: 8.98 eV
- HOMO energy: -8.3 eV
- SMILES: C1=CCSC1

Each line ends with the Löwdin charge.
Cartesian coordinates (Å):
C (-0.267, 0.660, -0.812)  -0.264
C (0.834, -0.205, -0.656)  -0.173
C (0.768, -1.022, 0.571)  -0.497
S (-0.722, -0.333, 1.460)  0.837
C (-1.045, 0.919, 0.244)  -0.611
H (-0.957, 0.867, -1.935)  0.203
H (1.633, -0.480, -1.515)  0.144
H (1.699, -0.869, 1.199)  0.064
H (0.948, -2.197, 0.702)  0.121
H (-0.686, 1.830, 0.535)  0.056
H (-2.206, 0.830, 0.207)  0.118

--- ii ---
Molecular formula: C4H6S
Method: DFT, ωB97M-V/def2-TZVPD

- Gap between HOMO and LUMO: 7.43 eV
- HOMO energy: -8.6 eV
- SMILES: C=CC(C)=S

Each line ends with the Löwdin charge.
Cartesian coordinates (Å):
C (-2.322, -0.384, 0.103)  0.052
C (-1.022, -0.838, -0.098)  -0.212
C (0.111, 0.030, -0.074)  -0.756
C (-0.270, 1.530, -0.013)  -0.155
S (1.801, -0.337, 0.026)  0.624
H (-2.607, 0.689, -0.166)  0.081
H (-3.230, -0.991, 0.098)  0.059
H (-0.942, -1.927, -0.006)  0.099
H (-0.803, 1.774, -0.898)  0.066
H (0.565, 2.148, 0.064)  0.028
H (-0.781, 1.685, 0.994)  0.113

ii (40.6 kcal/mol below the next structure)

--- i ---
Molecular formula: C4H6S
Method: DFT, ωB97M-V/def2-TZVPD

- Gap between HOMO and LUMO: 9.61 eV
- HOMO energy: -8.8 eV
- SMILES: C=CS.C#C

Each line ends with the Löwdin charge.
Cartesian coordinates (Å):
C (1.284, -0.794, 0.187)  -0.116
C (1.158, 0.181, -0.711)  -0.563
S (1.381, 1.844, 0.000)  0.689
H (1.750, -0.604, 1.146)  0.047
H (1.124, -1.829, -0.173)  0.074
H (0.811, 0.103, -1.625)  -0.013
H (1.186, 1.320, 1.234)  -0.130
C (-2.546, 0.163, 0.405)  0.000
C (-1.911, -0.265, -0.490)  -0.020
H (-3.246, 0.181, 1.176)  0.005
H (-0.991, -0.300, -1.150)  0.027

--- ii ---
Molecular formula: C4H6S
Method: DFT, ωB97M-V/def2-TZVPD

- Gap between HOMO and LUMO: 9.54 eV
- HOMO energy: -8.6 eV
- SMILES: C#CCSC

Each line ends with the Löwdin charge.
Cartesian coordinates (Å):
C (-2.296, 0.274, -0.031)  0.099
C (-1.314, -0.447, -0.111)  -0.248
C (-0.229, -1.378, 0.002)  -0.480
S (1.582, -0.765, -0.054)  0.761
C (1.497, 1.023, -0.042)  -0.479
H (-3.111, 1.052, 0.001)  0.058
H (-0.419, -1.932, 0.938)  0.079
H (-0.314, -2.166, -0.815)  0.091
H (1.913, 1.302, 1.000)  0.043
H (2.189, 1.543, -0.791)  0.052
H (0.502, 1.495, -0.096)  0.024

ii (35.1 kcal/mol below the next structure)

--- i ---
Molecular formula: C2H4N3
Method: DFT, ωB97M-V/def2-TZVPD

- Gap between HOMO and LUMO (alpha / beta): 8.03 / 8.04 eV
- HOMO energy (alpha / beta): -17.4 / -17.4 eV
- Net charge: +1
- SMILES: C1CN=[N+]=N1

Each line ends with the Löwdin charge.
Cartesian coordinates (Å):
C (0.547, 0.330, -0.567)  -0.084
C (-0.776, 0.187, 0.215)  -0.066
N (-0.490, -0.956, 1.035)  0.213
N (0.746, -1.180, 0.958)  0.070
N (1.426, -0.518, 0.127)  0.196
H (0.321, 0.246, -1.666)  0.198
H (1.220, 1.111, -0.414)  0.143
H (-1.350, 0.998, 0.594)  0.161
H (-1.643, -0.219, -0.282)  0.168

--- ii ---
Molecular formula: C2H4N3
Method: DFT, ωB97M-V/def2-TZVPD

- Gap between HOMO and LUMO: 9.46 eV
- HOMO energy: -16.9 eV
- Net charge: +1

Each line ends with the Löwdin charge.
Cartesian coordinates (Å):
C (-0.795, 0.639, 1.802)  -0.051
C (0.114, 0.017, -0.206)  -0.159
N (-1.003, 1.120, 2.787)  0.090
N (-0.430, 0.488, -1.272)  0.225
N (0.980, -0.882, 0.003)  0.230
H (-1.263, 1.050, -1.190)  0.155
H (0.094, 0.194, -2.142)  0.199
H (0.924, -1.294, 0.965)  0.184
H (1.380, -1.332, -0.748)  0.127

ii (40.8 kcal/mol below the next structure)

--- i ---
Molecular formula: C3H6N2OS
Method: DFT, ωB97M-V/def2-TZVPD

- Gap between HOMO and LUMO: 9.23 eV
- HOMO energy: -8.4 eV
- SMILES: ON1CCNC1=S

Each line ends with the Löwdin charge.
Cartesian coordinates (Å):
O (1.384, 2.166, 0.075)  -0.066
N (0.938, 0.950, -0.449)  -0.186
C (-0.382, 0.763, 0.037)  -0.155
C (-0.514, -0.842, -0.037)  -0.108
N (0.883, -1.253, 0.073)  -0.002
C (1.749, -0.306, -0.116)  -0.867
S (3.368, -0.376, 0.004)  0.627
H (2.027, 2.659, -0.534)  0.145
H (-0.963, 1.326, -0.671)  0.106
H (-0.574, 1.219, 1.068)  0.140
H (-1.244, -1.394, 0.747)  0.156
H (-0.924, -1.067, -1.027)  0.101
H (1.177, -2.165, -0.041)  0.110

--- ii ---
Molecular formula: C3H6N2OS
Method: DFT, ωB97M-V/def2-TZVPD

- Gap between HOMO and LUMO: 8.99 eV
- HOMO energy: -8.4 eV

Each line ends with the Löwdin charge.
Cartesian coordinates (Å):
C (-1.553, -1.095, 1.153)  -0.221
C (3.659, -0.799, -0.775)  -0.710
C (-2.554, 0.007, 0.932)  -0.075
N (-0.842, -1.621, 0.273)  -0.180
N (-0.172, -2.031, -0.582)  0.177
O (4.834, -0.835, -1.003)  -0.032
S (2.719, 0.093, 0.466)  0.701
H (-1.312, -1.605, 2.087)  0.119
H (2.934, -1.571, -1.326)  0.101
H (-2.138, 0.933, 1.403)  0.085
H (-3.537, -0.168, 1.369)  0.066
H (-2.778, -0.005, -0.109)  0.060
H (3.670, 1.077, 0.786)  -0.092

--- iii ---
Molecular formula: C3H6N2OS
Method: DFT, ωB97M-V/def2-TZVPD

- Gap between HOMO and LUMO: 8.25 eV
- HOMO energy: -8.0 eV

Each line ends with the Löwdin charge.
Cartesian coordinates (Å):
C (-0.088, -0.529, -1.953)  -0.099
C (0.249, -0.412, -0.583)  -0.581
C (-2.525, 1.365, -0.086)  -0.026
H (-0.845, 0.518, -2.360)  0.161
H (0.740, -0.641, -2.833)  0.134
H (-0.921, -1.276, -1.855)  0.094
H (-3.264, 1.979, -0.665)  0.074
H (-2.734, 0.755, 1.097)  0.200
H (2.616, -1.450, 1.769)  -0.081
N (-1.528, 1.106, -0.921)  0.013
N (1.304, -0.796, 0.030)  -0.392
O (-0.835, 0.123, 0.220)  -0.180
S (1.677, -0.349, 1.566)  0.683

--- iv ---
Molecular formula: C3H6N2OS
Method: DFT, ωB97M-V/def2-TZVPD

- Gap between HOMO and LUMO: 9.89 eV
- HOMO energy: -9.5 eV
- SMILES: C=NNCC(=O)S

Each line ends with the Löwdin charge.
Cartesian coordinates (Å):
C (2.080, 0.769, -0.644)  -0.092
N (1.434, 1.703, -0.123)  -0.083
N (0.338, 1.500, 0.732)  -0.119
C (0.112, 0.059, 1.157)  -0.222
C (-0.391, -0.963, 0.164)  -0.819
O (-0.063, -2.105, 0.508)  -0.019
S (-1.724, -0.538, -0.928)  0.810
H (3.012, 1.219, -1.145)  0.089
H (2.118, -0.282, -0.707)  0.055
H (0.457, 2.353, 1.459)  0.183
H (1.081, -0.229, 1.664)  0.130
H (-0.489, -0.082, 2.104)  0.142
H (-1.300, 0.849, -0.928)  -0.056

i (12.7 kcal/mol below the next structure)